Formula: C4H12O
Source: the Open Molecules 2025 dataset
Level of theory: ωB97M-V/def2-TZVPD

Last column: Mulliken charge in e.
CARTESIAN COORDINATES (ANGSTROEM)
C: -0.161 -2.074 -0.060  -0.513
C: -1.195 -2.279 1.066  -0.866
H: -0.310 -2.898 -0.780  0.300
H: -0.409 -1.123 -0.527  -0.088
H: 0.922 -1.922 0.040  0.338
H: -0.832 -1.777 1.958  0.287
H: -1.094 -3.345 1.332  0.275
H: -2.183 -2.041 0.646  0.273
C: 0.659 2.122 0.261  -0.114
C: 0.727 1.249 -0.963  -1.017
O: 0.363 3.491 -0.079  -0.546
H: -0.108 1.832 1.002  0.193
H: 1.643 2.270 0.757  0.247
H: 1.080 1.711 -1.885  0.402
H: -0.286 3.513 -0.809  0.286
H: -0.231 0.802 -1.299  0.300
H: 1.415 0.471 -0.659  0.244

Summary:
2S+1: 1
relative energy (zero: lowest compared OMol25 entry of this formula, charge and spin): 26.4 kcal/mol
orbital gap: 11.2 eV